20
Properties=species:S:1:pos:R:3:forces:R:3 method="wB97M-V/def2-TZVPD" fmax_ev_per_a=2.03 e_tot_ha=-439.687147 homo_ev=-9.3
O -0.487248 -1.818779 -1.198065 -0.64 1.06 -0.42
H -0.391597 0.687195 -2.648939 -0.39 -0.29 0.02
H 1.620239 1.508611 -1.907720 -0.22 0.09 0.40
O 0.632796 0.600202 2.345083 -0.02 -0.17 -0.46
H -0.482889 1.851295 1.292606 -0.11 0.00 0.25
N -0.282063 0.569373 -1.653102 1.07 1.69 -0.22
O 0.977713 -1.854693 1.010430 0.08 0.56 -0.17
H -1.008858 -2.187365 -1.912470 0.23 -0.35 -0.16
H 0.884399 0.855291 3.232811 0.00 -0.22 0.13
H 0.717052 -0.365196 2.226349 0.18 0.33 0.14
H 1.593917 -0.239161 -1.801604 0.69 0.00 0.32
H 0.829284 -1.574201 0.083836 -0.06 -0.60 0.60
O -1.291267 2.379528 1.371229 -0.04 -0.10 0.11
H -1.020805 -0.301940 0.054423 -0.04 0.18 -0.33
C -1.034904 -0.418067 -1.039478 0.44 -1.65 1.07
C 1.186488 0.671562 -1.355537 -1.28 -1.18 -1.04
H -1.278205 3.003004 0.647777 0.04 0.13 -0.28
H -2.066547 -0.486018 -1.373882 0.00 0.49 -0.15
H 1.575574 -2.597286 0.950128 0.16 -0.23 0.02
H 1.397151 0.687138 -0.293295 -0.07 0.26 0.18